(1)
This record from the OMol25 dataset describes C26H44BeBrN3P2S as an isolated structure in a non-equilibrium geometry. The level of theory is ωB97M-V with the def2-TZVPD basis set.

Each line ends with the Mulliken charge.
Atoms and positions in Å:
N -5.00231 2.07087 -2.76717  -0.54
C -5.01467 2.53508 -1.51972  -0.51
C -3.96693 2.27163 -0.60394  -0.30
C -2.82165 1.52871 -1.01670  1.03
C -2.88673 1.00450 -2.33015  -0.11
C -3.98942 1.31157 -3.16293  -0.58
C -1.54274 1.51931 -0.28536  -3.86
Be -0.27642 0.22681 0.23183  -0.79
P 2.39024 -0.37247 0.41491  -0.28
C -0.30793 1.41394 -1.03413  2.44
C 0.58877 2.61536 -1.16651  -0.56
C 1.45710 2.75386 -2.27689  -0.51
C 2.57548 3.59598 -2.20722  -0.72
C 2.74494 4.41798 -1.06799  -0.19
C 1.77698 4.42281 -0.05258  -0.57
C 0.67809 3.55967 -0.14333  0.14
Br 4.20049 5.50794 -0.94466  -0.01
H -1.61131 2.19846 0.57690  0.82
H -0.36129 0.86736 -1.97793  1.44
H -4.03470 2.69574 0.39391  0.43
H -2.08680 0.41533 -2.77702  0.37
H -5.88033 3.13208 -1.22385  0.42
H -4.01531 0.91256 -4.18434  0.39
H 1.23561 2.19891 -3.19468  0.55
H -0.06141 3.58180 0.64594  0.69
H 3.33705 3.58250 -2.99802  0.47
H 1.88596 5.07478 0.81528  0.47
P -1.03348 -2.04631 -0.00413  0.92
C 2.64919 1.31031 0.95812  1.63
C 4.02572 1.89606 0.60204  -1.61
H 2.34941 1.48033 2.00380  0.32
H 1.89050 1.82287 0.36580  -1.10
H 4.07890 2.95303 0.88820  0.43
H 4.83815 1.36574 1.11949  0.43
H 4.22480 1.86284 -0.47371  0.35
C 2.23039 -0.48647 -1.36339  2.19
C 3.38368 -1.30063 -1.98306  -1.49
H 2.19668 0.52433 -1.79834  -0.35
H 1.25754 -0.95947 -1.57365  -1.28
H 3.19902 -1.44965 -3.05331  0.45
H 4.33885 -0.77604 -1.86898  0.41
H 3.47456 -2.28801 -1.50571  0.37
C 1.48229 -1.48854 1.45376  0.55
C 2.23035 -1.89038 2.73000  -1.77
H 1.29038 -2.40505 0.83522  0.43
H 0.50096 -0.98812 1.71937  -0.78
H 1.58263 -2.41118 3.44536  0.34
H 3.05897 -2.54295 2.46537  0.49
H 2.66266 -1.01424 3.23118  0.37
C -1.10677 -3.13762 1.53096  -0.27
C -1.62820 -4.56282 1.28890  -1.29
H -1.75334 -2.62234 2.26153  0.37
H -0.11310 -3.17910 2.00839  0.38
H -2.72611 -4.58000 1.23929  0.31
H -1.22571 -5.00321 0.36658  0.30
H -1.30344 -5.20842 2.11941  0.44
C -0.22211 -3.16108 -1.26181  -0.90
C -0.34537 -2.76288 -2.73492  -1.26
H -0.66386 -4.15854 -1.12577  0.50
H 0.84792 -3.24449 -1.00275  0.28
H -1.39856 -2.66909 -3.04251  0.36
H 0.17157 -1.82240 -2.97159  0.29
H 0.11861 -3.55458 -3.34875  0.39
C -2.79920 -2.18476 -0.50355  -0.67
C -3.85738 -1.67208 0.47861  -1.00
H -2.97089 -3.26295 -0.69557  0.67
H -2.87292 -1.63544 -1.46086  0.30
H -3.86198 -0.57217 0.52197  0.09
H -4.84973 -1.99038 0.10944  0.44
H -3.71959 -2.07989 1.49862  0.23
N 0.76808 1.81264 3.35815  -0.46
C -0.06108 0.72823 3.44110  0.67
N 0.04973 -0.07596 4.50818  -0.32
S -1.25465 0.43498 2.23954  -0.23
H 1.34848 2.06664 4.16485  0.25
H 0.45655 2.61781 2.79517  0.19
H -0.52539 -0.92158 4.54080  0.26
H 0.57551 0.18988 5.33948  0.25

highest occupied orbital energy (spin up / spin down)	-13.21 / -13.38	eV
LUMO (spin up / spin down)	-8.0903 / -7.3811	eV
charge	+2

=====

(2)
This record from the OMol25 dataset describes C26H44BrMgN3P2S as an isolated structure in a non-equilibrium geometry. The level of theory is ωB97M-V with the def2-TZVPD basis set.

Each line ends with the Mulliken charge.
Atoms and positions in Å:
N -4.98407 -1.28386 3.96970  -0.50
C -4.06321 -0.40834 4.37360  -0.67
C -3.72974 0.67872 3.59526  -0.37
C -4.32520 0.84153 2.33084  0.62
C -5.23549 -0.14116 1.89173  -0.16
C -5.55045 -1.18775 2.76835  -0.59
C -3.83016 1.93285 1.51803  -0.57
Mg 0.51555 0.50163 -0.50021  1.14
P 2.93710 0.49204 -1.26123  0.28
C -3.90050 2.07031 0.15160  -0.95
C -2.69105 2.39788 -0.58204  0.89
C -2.52590 2.03320 -1.93156  -0.53
C -1.29897 2.13956 -2.55087  -0.18
C -0.29109 2.87347 -1.89407  0.01
C -0.37593 3.16767 -0.52416  -1.08
C -1.59784 2.96457 0.09355  -0.38
Br 1.24519 3.61771 -2.95601  -0.07
H -3.29201 2.67326 2.13380  0.54
H -4.80428 1.94260 -0.44085  0.57
H -3.03865 1.42292 3.99459  0.54
H -5.73149 -0.05145 0.91046  0.39
H -3.57489 -0.55140 5.33509  0.43
H -6.26487 -1.96983 2.47782  0.40
H -3.39731 1.64918 -2.46982  0.43
H -1.72791 3.31924 1.12242  0.27
H -1.18942 1.76322 -3.56172  0.55
H 0.42031 3.67073 0.01321  0.58
P -0.32528 -1.90946 -0.02686  0.61
C 3.40661 2.11078 -0.47663  -0.08
C 4.12083 3.12747 -1.35614  -1.04
H 4.01136 1.88155 0.41409  0.57
H 2.49736 2.62118 -0.10352  0.01
H 4.38541 4.00525 -0.75304  0.42
H 5.02583 2.77577 -1.86311  0.27
H 3.41616 3.50180 -2.10823  -0.05
C 2.52009 0.57729 -3.05865  0.27
C 3.70563 0.70166 -4.01020  -1.48
H 1.77370 1.37307 -3.18395  -0.26
H 1.98978 -0.35191 -3.32008  0.27
H 3.33808 0.94115 -5.01465  0.44
H 4.47135 1.44354 -3.74324  0.22
H 4.20610 -0.27068 -4.10307  0.36
C 4.35432 -0.61546 -1.09783  -0.47
C 5.70792 0.05455 -1.23487  -1.33
H 4.26419 -1.47565 -1.76638  0.52
H 4.27118 -1.00104 -0.07015  0.35
H 6.45249 -0.71172 -1.03555  0.44
H 5.92562 0.46134 -2.22770  0.27
H 5.82978 0.83322 -0.48491  0.33
C 0.59144 -3.29510 0.77246  -0.82
C 2.09136 -3.33052 0.48281  -1.12
H 0.09771 -4.21476 0.42207  0.56
H 0.42234 -3.23855 1.85478  0.42
H 2.40757 -4.38181 0.51177  0.39
H 2.35432 -2.92958 -0.50680  0.12
H 2.65599 -2.77150 1.24236  0.32
C -0.25392 -2.46864 -1.77736  -0.92
C -1.25115 -1.77567 -2.70323  -1.08
H -0.43315 -3.55536 -1.74902  0.61
H 0.77982 -2.32911 -2.13361  0.28
H -1.15791 -2.21752 -3.70218  0.45
H -2.28043 -1.93551 -2.36242  0.32
H -1.09262 -0.69169 -2.78743  0.11
C -2.06810 -2.42994 0.33845  -0.76
C -2.39841 -2.83600 1.76335  -1.04
H -2.31118 -3.24718 -0.35672  0.58
H -2.67440 -1.55807 0.05644  0.43
H -3.42644 -3.21049 1.83733  0.36
H -1.73100 -3.61507 2.15365  0.44
H -2.35346 -1.95283 2.40764  0.03
N -0.09759 1.31110 3.67586  -0.34
C 0.15357 0.15167 3.02267  0.64
N -0.63558 -0.89140 3.30941  -0.36
S 1.42942 0.08060 1.92294  -0.33
H -0.54297 1.27826 4.59163  0.27
H 0.60906 2.02512 3.59168  0.26
H -0.39661 -1.82414 2.97559  0.08
H -1.53395 -0.77852 3.76305  -0.10

highest occupied orbital energy	-13.34	eV
LUMO	-6.2327	eV
charge	+2

=====

(3)
This record from the OMol25 dataset describes C26H44BrN3P2PtS as an isolated structure in a non-equilibrium geometry. The level of theory is ωB97M-V with the def2-TZVPD basis set.

Each line ends with the Löwdin spin population.
Atoms and positions in Å:
N -6.28207 2.71027 -2.78689  0.11
C -5.99104 3.48704 -1.73583  -0.01
C -4.76809 3.37975 -1.06348  0.08
C -3.80941 2.44129 -1.49947  0.08
C -4.12364 1.65738 -2.61420  0.08
C -5.38766 1.82865 -3.22524  -0.01
C -2.49397 2.35403 -0.80516  0.16
Pt -1.77257 0.51479 -0.21380  0.61
P 3.93514 -0.19842 0.71927  0.12
C -1.25610 1.92759 -1.49594  0.16
C 0.04418 2.51578 -1.00957  0.19
C 1.23722 2.15806 -1.67003  0.07
C 2.46135 2.55993 -1.14671  0.06
C 2.52028 3.15746 0.13479  0.24
C 1.33722 3.72161 0.65305  0.08
C 0.10615 3.38312 0.10186  0.04
Br 2.79225 1.30988 1.98043  0.20
H -2.41137 3.16561 -0.07755  0.00
H -1.29905 1.66506 -2.56252  0.02
H -4.55941 4.05769 -0.23986  0.00
H -3.39587 0.95201 -3.01929  0.00
H -6.73270 4.22134 -1.40827  0.00
H -5.63897 1.23087 -4.11137  0.00
H 1.15569 1.49423 -2.54081  0.00
H -0.80550 3.74328 0.59873  0.00
H 3.39197 2.43142 -1.71319  0.00
H 1.39386 4.39967 1.50574  0.00
P -1.82045 -1.72683 -0.12535  0.17
C 5.51893 0.56411 0.77615  0.57
C 6.35187 1.08756 -0.33335  0.10
H 5.81776 0.91975 1.76671  0.02
H 3.48280 3.35596 0.60519  0.00
H 6.41712 2.18945 -0.22241  0.03
H 7.39540 0.73110 -0.19815  0.03
H 6.01685 0.86025 -1.35755  0.00
C 3.55682 -0.60856 -0.97855  0.00
C 4.48411 -1.71165 -1.54116  0.01
H 3.65141 0.31440 -1.56683  0.00
H 2.49756 -0.91363 -1.01379  0.00
H 4.47248 -1.69138 -2.63958  0.00
H 5.53141 -1.58972 -1.23568  0.00
H 4.16152 -2.71256 -1.22512  0.00
C 3.94047 -1.70710 1.73454  0.02
C 4.72667 -1.61990 3.05017  0.01
H 4.35722 -2.49542 1.08925  0.00
H 2.89236 -1.96755 1.93134  0.00
H 5.01500 -2.62329 3.37723  0.00
H 5.64759 -1.04609 2.94317  0.00
H 4.12573 -1.17481 3.84429  0.00
C -1.50153 -2.51425 1.48702  0.02
C -1.65513 -4.03309 1.48616  0.01
H -2.17230 -2.05436 2.22644  0.00
H -0.48445 -2.21038 1.77687  0.00
H -2.69659 -4.33658 1.32690  0.00
H -1.03426 -4.50453 0.71837  0.00
H -1.33122 -4.42779 2.45504  0.00
C -0.57261 -2.40873 -1.25812  0.06
C -0.82102 -2.07358 -2.72337  0.01
H -0.50888 -3.49056 -1.09411  0.01
H 0.37309 -1.96921 -0.91660  0.00
H -1.79271 -2.42404 -3.09210  0.00
H -0.76802 -0.99130 -2.88275  0.01
H -0.03273 -2.52885 -3.33403  0.00
C -3.42858 -2.42197 -0.72351  0.02
C -4.63093 -1.89609 0.04480  0.01
H -3.36188 -3.52013 -0.66928  0.00
H -3.51504 -2.15364 -1.78456  0.00
H -5.55228 -2.08673 -0.52516  0.00
H -4.73769 -2.36217 1.03489  0.00
H -4.54447 -0.80743 0.16986  0.00
N -2.16157 -0.40611 4.13851  0.03
C -1.92203 0.30232 3.02375  0.06
N -0.73363 0.88641 2.89046  0.02
S -3.11883 0.53827 1.81551  0.47
H -1.45887 -0.46752 4.86686  0.00
H -3.08612 -0.75274 4.35107  0.00
H -0.58239 1.51972 2.10841  0.00
H -0.05589 0.89157 3.64753  0.00

highest occupied orbital energy (spin up / spin down)	-19.16 / -19.04	eV
LUMO (spin up / spin down)	-11.7027 / -15.6032	eV
charge	+4
multiplicity	5
expectation value of S²	6.0513

=====

In Eh, the total energy values for the records above are, in order, -4850.4158; -5035.8630; -4953.9891.